1.
The following is a DFT calculation (wB97M-V/def2-TZVPD) of a cluster of 9 separate species, C32H74O22 in total at a distorted geometry.

The lowest unoccupied orbital energy comes out at 0.7 eV. For the energy above the lowest of the compared OMol25 structures with the same formula, charge and spin, the calculation gives 56.7 kJ/mol. The calculation puts the HOMO-LUMO gap at 9.38 eV. As for the SMILES: COC(=O)OC.COC(=O)OC.COC(=O)OC.COC(=O)OC.COCCOC.COCCOC.COCCOC.COCCOC.COCCOC. Its maximum force is 4.22 eV Å⁻¹.

XYZ file:
```
128
C32H74O22, DFT wB97M-V/def2-TZVPD
O 15.508 -19.091 -9.463
O 15.556 -15.679 -0.465
H 18.989 -24.561 -1.679
H 15.462 -17.549 0.216
C 12.340 -21.248 -0.362
H 17.414 -18.593 -10.224
C 12.924 -19.084 -4.461
O 15.677 -22.079 -1.296
O 17.584 -14.272 -6.913
H 12.096 -18.528 -8.690
O 15.660 -17.750 -2.660
C 17.333 -22.088 -5.900
C 19.616 -12.057 -4.105
H 16.278 -16.477 -7.133
H 17.275 -18.814 -3.058
H 11.924 -21.451 -5.940
H 19.092 -23.384 -2.963
O 12.282 -21.227 -1.772
C 14.800 -16.882 -0.402
H 17.487 -22.653 -6.769
H 16.836 -18.933 -1.360
H 13.888 -16.928 -2.436
O 15.267 -21.102 -8.357
H 16.460 -13.646 -5.276
H 9.467 -16.610 2.847
H 13.619 -17.773 -9.351
H 13.830 -16.706 0.054
H 18.471 -20.441 -5.116
H 14.054 -18.535 -1.612
O 20.363 -15.223 -8.070
C 10.553 -16.727 2.777
C 18.815 -23.563 -1.890
C 12.796 -22.143 -5.790
C 17.347 -24.222 -4.856
H 14.770 -23.964 -1.407
C 18.364 -21.035 -6.015
C 18.553 -15.204 -2.761
C 16.830 -13.228 -6.314
C 19.092 -15.134 -8.621
C 18.843 -13.734 -2.803
H 12.093 -23.350 -1.977
H 19.795 -13.475 -2.362
O 11.088 -17.365 -0.629
H 17.970 -20.278 -6.712
H 21.454 -21.596 -6.921
H 17.534 -13.500 -8.792
O 17.752 -21.219 -1.116
H 19.063 -11.417 -3.508
H 9.843 -15.256 -1.188
H 10.901 -21.496 -4.109
H 13.837 -14.574 -0.384
H 11.323 -21.535 0.048
H 18.055 -15.564 -1.886
O 12.860 -22.402 -4.378
C 20.739 -20.971 -6.445
H 15.992 -12.957 -7.066
H 16.302 -21.633 -5.883
H 10.624 -22.459 -1.909
H 13.666 -21.675 -6.189
O 17.399 -23.350 -1.824
H 19.109 -15.175 -9.751
H 10.940 -17.391 3.596
O 17.538 -22.826 -4.713
H 19.422 -22.927 -1.240
C 10.920 -16.800 0.433
H 21.290 -15.811 -6.322
C 16.909 -19.446 -9.766
H 19.621 -11.746 -5.118
H 14.738 -14.681 -2.004
H 15.395 -23.308 -2.939
H 13.090 -21.918 0.005
C 16.453 -18.952 -2.424
H 18.177 -13.070 -2.367
H 20.594 -20.056 -6.973
C 18.317 -13.837 -8.103
C 10.576 -14.731 -0.531
H 19.514 -17.464 -1.436
H 19.489 -15.779 -6.294
C 14.545 -17.597 -1.832
O 14.260 -19.147 -4.917
O 10.665 -15.472 0.662
H 17.940 -24.790 -4.131
H 19.465 -17.967 -3.168
H 12.752 -18.880 -10.324
C 12.985 -18.664 -9.305
C 14.849 -20.042 -8.744
H 12.198 -18.745 -5.252
H 20.341 -17.122 -7.028
C 11.631 -22.371 -2.277
H 17.223 -16.383 -5.567
O 13.593 -19.684 -8.532
O 15.981 -18.233 -5.966
C 19.930 -17.283 -2.430
H 18.462 -15.953 -8.387
H 11.063 -23.225 -4.253
C 16.961 -22.095 -1.461
H 17.640 -24.597 -5.852
O 14.297 -16.887 -5.238
H 12.768 -20.097 -4.076
C 14.843 -17.952 -5.325
H 14.007 -22.561 -2.241
H 17.606 -17.550 -6.827
H 10.965 -15.763 2.765
H 10.238 -13.803 -0.242
H 19.004 -12.951 -7.974
H 11.552 -14.734 -0.976
H 12.531 -20.240 0.006
H 20.966 -17.395 -2.425
C 20.382 -16.030 -6.871
H 15.942 -19.914 -2.654
H 12.612 -23.069 -6.287
H 20.640 -12.053 -3.703
H 17.476 -12.306 -6.181
H 21.064 -20.827 -5.427
H 15.270 -13.655 -0.708
O 19.068 -13.355 -4.128
H 17.468 -19.742 -8.812
H 16.233 -24.435 -4.601
C 16.745 -17.070 -6.367
C 14.812 -14.593 -0.915
O 19.481 -21.706 -6.372
H 16.872 -20.209 -10.559
H 17.790 -15.508 -3.509
C 14.925 -23.070 -2.051
O 10.812 -17.465 1.601
O 19.795 -15.941 -2.931
C 11.545 -22.309 -3.829
H 12.868 -18.388 -3.642
```

---

2.
The following is a DFT calculation (wB97M-V/def2-TZVPD) of a structure of composition C10H28BrMnN2O4 at a distorted geometry.

The lowest unoccupied orbital energy (spin up / spin down) comes out at -0.7 / -1.8 eV. Its spin multiplicity is 7. The calculation puts the HOMO-LUMO gap (spin up / spin down) at 7.86 / 6.78 eV. Its maximum force is 3.44 eV Å⁻¹.

XYZ file:
```
46
C10H28BrMnN2O4, DFT wB97M-V/def2-TZVPD
C 2.034 3.117 0.415
C 2.296 2.612 -1.014
H 1.047 -3.115 4.946
H 3.723 2.182 1.315
H -0.477 -3.417 2.691
H 2.474 4.109 0.518
H -0.976 -1.984 -3.004
C 0.526 3.135 0.735
H 3.350 2.431 -1.221
N 2.714 2.159 1.331
H -0.260 -0.014 -0.833
C -1.534 4.210 -0.050
H 0.354 3.492 1.750
H 1.940 3.300 -1.781
O 2.194 -3.267 3.131
H 0.593 -1.585 1.697
C -1.894 -2.157 -2.442
H -3.744 -0.994 -4.969
O -0.099 3.952 -0.283
H -0.889 -2.231 3.969
O -0.186 -1.450 2.242
H 0.248 2.082 0.704
H -2.062 3.295 -0.319
H -1.393 -0.171 0.401
H 1.702 1.698 -1.019
C -0.177 -2.493 3.186
C -2.839 -1.349 -4.477
H 1.410 -1.593 4.193
N -0.921 -2.578 -0.280
H -2.835 -1.614 -0.577
C -1.806 -1.688 -0.930
Mn 4.745 -1.964 -1.158
H 2.437 1.237 1.027
C -1.314 -0.250 -0.683
O -3.037 -1.533 -3.054
H 0.062 -2.430 -0.457
H -2.081 -0.592 -4.679
H -2.636 -2.288 -4.992
H -1.981 0.526 -1.061
H 2.252 -2.838 2.275
H -1.819 4.556 0.944
H -2.111 -3.225 -2.479
H -1.786 5.051 -0.696
Br 2.575 -1.286 0.297
C 1.148 -2.628 3.976
H -0.966 -2.407 0.715
```

---

3.
The following is a DFT calculation (wB97M-V/def2-TZVPD) of a structure of composition C22H56O3Si2.

The lowest unoccupied orbital energy comes out at 0.7 eV. The calculation puts the HOMO-LUMO gap at 11.01 eV. Its maximum force is 0.45 eV Å⁻¹.

XYZ file:
```
83
C22H56O3Si2, DFT wB97M-V/def2-TZVPD
H -0.315 -4.782 -2.782
H 4.791 3.473 -0.742
H -6.097 -3.269 -5.649
H 3.895 4.781 -1.501
C -3.923 -1.762 -4.725
C -6.187 -2.939 -4.611
H 3.305 3.121 -1.624
C 0.196 -1.086 5.199
H 1.027 3.739 -0.511
H 0.939 -5.858 -1.013
C 1.715 -4.111 -0.008
H 1.580 1.249 0.008
H 2.335 1.737 3.141
H 2.251 -3.168 -2.773
C 0.410 -4.171 -2.230
C 0.642 -4.813 -0.861
H -1.749 -1.213 4.310
C -3.159 -2.814 -3.919
O 2.711 0.543 -2.159
Si 1.695 0.119 -0.938
H 1.795 5.765 -1.627
C -1.139 -0.455 4.808
H -3.821 -2.000 -5.789
H 2.018 7.901 -0.496
H -0.122 -2.066 0.154
H -4.280 -2.751 -2.072
Si 1.280 -2.375 0.526
H -5.844 -0.851 -4.991
H 0.360 6.093 -0.686
H 0.656 -1.523 4.308
H 3.221 6.797 0.121
H -5.525 -1.331 -3.343
C 1.549 4.488 0.094
C 2.983 4.018 0.327
C -3.243 -2.644 -2.401
H 2.951 3.065 0.862
H 1.406 -2.248 1.995
H -2.702 -1.245 -0.827
H 1.891 -4.679 0.913
H -2.695 -3.470 -1.937
C 2.145 6.993 0.100
C 1.649 7.249 1.519
O 1.439 -3.989 -4.458
H 0.485 -3.984 -4.604
H 3.567 0.100 -2.183
H 1.387 0.254 3.068
H 0.808 0.167 6.849
H -3.206 -0.463 -2.321
C -1.912 0.120 5.989
H 1.815 6.385 2.165
H 0.007 -1.922 5.880
H 2.332 -4.928 -2.869
H 3.504 4.716 0.989
H -0.040 -3.176 -2.116
H 0.606 1.731 4.940
H 2.212 1.738 5.623
H -3.451 -0.785 -4.591
H -3.516 -3.812 -4.187
C 1.684 -4.063 -3.059
H 0.578 7.463 1.524
H -5.822 -3.748 -3.976
H 2.161 8.099 1.971
C 3.786 3.840 -0.958
C 1.423 5.844 -0.602
C 2.091 0.820 3.681
O 2.256 -1.229 -0.180
H -2.105 -0.650 6.739
C 1.508 1.124 5.056
H 1.024 4.517 1.053
H 2.117 -0.676 6.057
C -2.667 -1.320 -1.915
H -7.247 -2.806 -4.394
H 2.674 -4.098 -0.540
H -0.973 0.330 4.064
H -2.105 -2.778 -4.218
H -1.621 -1.230 -2.216
H 3.005 0.228 3.765
H -0.307 -4.839 -0.314
H -2.874 0.526 5.673
C -5.408 -1.649 -4.384
H 0.365 -0.160 -1.514
C 1.187 -0.130 5.868
H -1.361 0.925 6.477
```

---

4.
The following is a DFT calculation (wB97M-V/def2-TZVPD) of a structure of composition C31H38FeN2P at a distorted geometry.

The lowest unoccupied orbital energy (spin up / spin down) comes out at 2.6 / 1.7 eV. Its spin multiplicity is 5. As for the total charge: -1. The calculation puts the HOMO-LUMO gap (spin up / spin down) at 1.64 / 7.10 eV. Its maximum force is 2.84 eV Å⁻¹.

XYZ file:
```
73
C31H38FeN2P, DFT wB97M-V/def2-TZVPD
H 1.977 4.579 -4.102
H -1.576 -0.356 5.933
H 3.608 -2.531 -0.065
H -6.053 2.643 -2.270
C 0.496 2.842 -3.621
C 0.437 -0.505 2.622
C 2.459 -1.426 1.327
H 2.001 -3.235 2.559
C 0.342 -0.052 4.991
H 4.523 -0.717 1.580
C 2.839 0.645 -3.654
C -2.054 -3.337 0.026
C -2.323 -2.560 1.300
H 4.839 2.688 -1.816
C 3.828 1.698 -3.584
H -0.594 0.172 -2.413
C -4.618 1.108 -2.820
H -2.182 -2.732 -0.874
C 2.446 0.310 -2.296
H 2.077 0.324 3.763
C -0.929 -0.833 2.626
C 1.490 3.914 -3.368
N 1.068 -0.784 1.360
H -2.782 -4.344 2.398
H -4.467 3.799 -0.742
C 1.691 3.966 -1.920
C 3.147 1.238 -1.394
H -2.308 -3.038 3.482
H -2.102 3.014 -0.598
C -4.127 2.909 -1.302
H -4.498 -2.806 1.367
H -0.559 0.451 -0.618
H 3.705 -2.799 2.383
C -2.782 2.483 -1.222
C -3.277 0.656 -2.716
H -3.919 -1.369 2.197
H 2.385 -1.528 -0.853
N -1.374 -1.355 1.355
H 0.842 0.229 5.915
H -2.970 -0.215 -3.263
H -5.348 0.591 -3.485
H 0.036 2.531 -4.564
H 2.518 0.136 -4.555
H 3.322 0.261 2.399
H -3.959 -1.443 0.417
C -1.018 -0.388 5.000
C 3.510 -0.327 1.501
H 0.702 2.754 -0.251
H 1.886 -3.030 -0.020
Fe 2.108 2.191 -2.674
C 0.848 2.954 -1.316
H 3.004 1.404 -0.338
H -2.747 -0.892 3.792
C -2.094 -3.499 2.506
H 2.326 4.677 -1.362
H -2.784 -4.150 0.001
C -2.298 1.395 -1.994
H -1.076 -3.903 2.542
C 1.050 -0.060 3.786
P -0.191 -0.963 0.206
C -0.866 1.128 -2.002
C 0.104 2.221 -2.331
C 4.058 2.018 -2.210
H 4.409 2.111 -4.401
C -3.754 -2.011 1.327
H -1.043 -3.764 0.026
C -5.033 2.252 -2.133
C 2.578 -2.174 0.010
C -1.663 -0.730 3.803
H 3.543 0.345 0.652
H 1.790 -0.507 -2.006
C 2.693 -2.390 2.509
H 2.682 -1.886 3.492
```

---

5.
The following is a DFT calculation (wB97M-V/def2-TZVPD) of the molecule ClO4 at a distorted geometry.

The lowest unoccupied orbital energy (spin up / spin down) comes out at 0.5 / -4.7 eV. For the energy above the lowest of the compared OMol25 structures with the same formula, charge and spin, the calculation gives 35.4 kJ/mol. Its spin multiplicity is 2. The calculation puts the HOMO-LUMO gap (spin up / spin down) at 13.06 / 7.64 eV. Its maximum force is 6.39 eV Å⁻¹.

XYZ file:
```
5
ClO4, DFT wB97M-V/def2-TZVPD
Cl -0.031 0.083 0.049
O -0.851 -0.228 1.173
O 1.353 0.395 0.344
O 0.305 -1.072 -0.648
O -0.776 0.823 -0.919
```

---

6.
The following is a DFT calculation (wB97M-V/def2-TZVPD) of a cluster of 2 separate species, C5H11O2S in total at a distorted geometry.

The lowest unoccupied orbital energy comes out at 3.4 eV. For the energy above the lowest of the compared OMol25 structures with the same formula, charge and spin, the calculation gives 61.4 kJ/mol. As for the total charge: -1. The calculation puts the HOMO-LUMO gap at 7.89 eV. Its maximum force is 2.82 eV Å⁻¹.

XYZ file:
```
19
C5H11O2S, DFT wB97M-V/def2-TZVPD
H 2.186 0.112 -3.361
H 3.006 1.053 -1.969
H -0.718 0.999 3.205
C -2.338 -0.499 -0.384
H 0.947 0.437 2.597
H 0.149 -0.848 0.858
H -3.199 0.119 -0.640
O 1.286 -1.362 -1.418
H -1.427 0.019 -0.664
C -0.454 -0.807 1.749
H -2.354 -1.450 -0.913
C 1.265 -0.113 -1.412
H 1.557 1.671 -2.472
O 0.770 0.618 -0.505
H -0.208 -1.630 2.425
C -0.145 0.560 2.397
C 2.088 0.711 -2.454
H -0.100 1.220 1.530
S -2.310 -0.810 1.431
```